(1)
{"formula": "C5H26NO9", "method": "the ωB97M-V functional and the def2-TZVPD basis", "elements": ["C", "C", "C", "C", "O", "N", "C", "O", "H", "H", "H", "H", "H", "H", "H", "H", "H", "H", "H", "H", "H", "H", "O", "H", "H", "O", "H", "H", "O", "H", "H", "O", "H", "H", "O", "H", "H", "O", "H", "H", "O"], "coordinates": [[-1.766311, -0.024862, 0.862206], [-0.294954, -0.265160, 1.136103], [-0.167404, 0.119382, 2.747985], [1.112119, -0.410208, 3.366814], [0.691467, -1.284742, 4.458870], [0.272012, -1.545152, 0.675206], [1.499925, -1.414143, -0.083362], [1.243327, -0.718605, -1.211054], [-2.221782, -0.963995, 1.003599], [-2.277312, 0.607965, 1.590945], [-2.038315, 0.372609, -0.167419], [0.299986, 0.594786, 0.616193], [-0.249918, 1.220091, 2.788535], [-1.107283, -0.249618, 3.133449], [1.839247, -0.877624, 2.703203], [1.664089, 0.415619, 3.920482], [0.806412, -2.184734, 4.182643], [-0.429258, -2.051194, 0.089418], [2.270503, -0.881127, 0.609810], [1.845758, -2.416986, -0.446909], [2.523528, -0.622454, -2.015234], [2.905370, 0.647354, -2.813283], [3.183400, -0.266797, -2.596849], [-2.382556, 3.644905, -0.493065], [-1.668881, 3.011657, -1.623291], [-2.262375, 3.676012, -1.439292], [1.175285, -2.636803, 2.532503], [0.218494, -3.352964, 1.834768], [0.726381, -3.463341, 2.759560], [-2.940171, 0.902135, -1.313391], [-3.316085, 2.284413, -1.733026], [-3.421577, 1.330254, -2.019693], [0.677611, 0.781934, -1.100537], [0.540542, 2.110171, -1.937288], [0.351090, 1.722011, -1.112366], [-1.259935, 0.058576, -2.235222], [-0.187024, -0.982793, -1.840341], [-1.001091, -0.825313, -2.385452], [1.790891, 1.098440, -4.241377], [0.330987, 1.141894, -3.970318], [1.023814, 1.698419, -4.233526]], "forces_ev_per_a": [[-0.3, 0.7, -1.5], [1.7, 3.5, 0.6], [0.5, -0.3, -3.4], [-0.7, 0.9, 3.0], [0.9, 0.9, 0.0], [-1.8, -0.9, 1.2], [0.5, 0.4, -0.2], [0.0, 0.5, -0.1], [-1.0, -1.4, -0.2], [0.4, 0.3, 0.0], [0.8, -0.8, 1.4], [-1.0, -1.7, 1.1], [0.2, -0.4, -0.1], [0.3, -0.5, 1.0], [-0.3, -0.1, -0.2], [-0.5, -0.8, -0.9], [-0.3, -0.8, -0.2], [0.8, 0.8, 0.5], [-0.8, -1.0, -0.9], [0.1, 0.2, 1.2], [-1.9, -0.2, 1.1], [0.3, -1.0, 0.7], [2.6, 1.7, -2.5], [0.2, 0.1, 0.5], [2.7, -2.5, -0.6], [-2.3, 2.7, 0.5], [0.6, 0.0, 0.3], [1.0, -0.7, 2.8], [-1.3, 0.3, -3.3], [-0.1, -0.6, 0.1], [-0.4, -1.2, -0.9], [-0.1, 1.4, 0.3], [0.5, -0.3, -0.5], [0.7, 0.5, -1.6], [-1.1, 0.3, 1.6], [-0.3, 1.5, 0.3], [0.3, 0.5, -0.3], [-0.3, -1.8, -0.6], [-0.4, 0.2, -0.1], [-1.8, -1.5, 0.6], [2.1, 1.0, -0.5]], "fmax_ev_per_a": 4.0, "total_charge": -1, "multiplicity": 1, "total_energy_ha": -938.0102, "relative_energy_kcal_mol": 52.02, "homo_ha": -0.20672}

=====

(2)
{"formula": "C4H9NO2S", "method": "the ωB97M-V functional and the def2-TZVPD basis", "elements": ["C", "C", "C", "C", "N", "O", "O", "S", "H", "H", "H", "H", "H", "H", "H", "H", "H"], "coordinates": [[-0.161532, 1.016757, 1.273774], [-0.608955, 0.939976, 0.015829], [1.060072, -2.213805, -1.187262], [-0.825483, 1.714959, -1.195846], [0.105036, 2.882071, -1.169536], [-0.738285, -2.266186, 0.934192], [-0.297670, -2.170700, -1.590791], [-1.302786, -1.804031, -0.341690], [-0.473006, 0.167915, 1.840541], [0.164314, 1.995522, 1.668869], [1.221850, -1.247073, -0.598004], [1.581902, -2.113490, -2.231460], [1.474320, -3.124310, -0.715574], [-1.912065, 2.118654, -1.092453], [-0.841128, 1.036476, -2.071820], [1.065917, 2.632364, -1.397262], [0.033252, 3.543325, -0.390496]], "forces_ev_per_a": [[-1.3, 0.9, -2.5], [0.3, -1.6, 1.8], [2.1, 2.1, -2.3], [-1.3, 1.6, 1.1], [-0.2, -0.3, -1.3], [0.0, 0.0, -0.3], [-0.8, -0.7, 1.1], [-0.1, 0.8, 0.1], [0.5, -0.4, 1.0], [0.1, -0.8, 0.1], [0.4, -1.5, -0.5], [-0.5, -0.1, 2.1], [-0.9, 0.5, 0.1], [1.7, -0.6, -0.4], [0.6, 1.0, 0.1], [-0.4, 0.1, 0.4], [-0.1, -0.9, -0.4]], "fmax_ev_per_a": 3.7, "multiplicity": 1, "total_energy_ha": -761.0531, "relative_energy_kcal_mol": 131.97, "homo_ha": [-0.29761, -0.29080]}

=====

(3)
{"formula": "C6H7NS", "method": "the ωB97M-V functional and the def2-TZVPD basis", "elements": ["C", "C", "C", "C", "C", "C", "H", "H", "H", "H", "H", "H", "H", "N", "S"], "coordinates": [[0.146293, -1.595007, 0.016796], [-0.027547, -0.076502, -0.038781], [1.045085, 0.592672, -0.964644], [-1.377991, 0.315865, -0.669800], [-0.077036, 0.515273, 1.319226], [-0.050276, 0.960710, 2.439491], [0.173735, -2.053467, -0.971070], [1.127940, -1.828054, 0.471088], [-0.594134, -2.007173, 0.691690], [1.790435, 1.052610, -0.309742], [1.518855, -0.132777, -1.620030], [-2.376017, -0.237933, -0.431004], [-0.086550, 1.421195, 3.429953], [-1.368099, 1.224058, -1.543904], [0.155309, 1.848529, -1.819271]], "forces_ev_per_a": [[1.1, 0.1, 0.7], [-0.6, 0.0, -0.2], [0.1, -0.4, 1.7], [-1.3, -1.4, -0.1], [0.6, -0.1, 0.4], [-0.2, 0.3, 0.2], [-0.5, 0.1, 0.0], [-0.4, 0.2, -0.1], [-0.3, -0.4, -0.2], [0.1, -0.1, -0.3], [-0.1, -0.1, -0.1], [1.9, 1.1, -0.2], [0.1, -0.5, -1.0], [-0.8, 0.0, 0.1], [0.1, 1.2, -1.0]], "smiles": "C#C[C@@]1(C)C=NSC1", "fmax_ev_per_a": 2.2, "multiplicity": 1, "total_energy_ha": -685.6730, "relative_energy_kcal_mol": 60.77, "homo_ha": -0.31369}